Entry 1:
Density functional theory data (ωB97M-V/def2-TZVPD) for one molecule with the formula C2H4O2.

Positions of all 8 atoms, in Å:
C 0.406025 0.707083 -0.633579
O -0.216849 0.442883 0.627547
C -0.529605 -0.834222 0.862090
O -0.316188 -1.760512 0.124660
H -0.026159 0.076458 -1.412579
H 1.480080 0.512857 -0.568152
H 0.228568 1.762426 -0.840711
H -1.025872 -0.906974 1.840724

Cartesian forces, eV/Å:
0.1 0.1 -0.2
-0.1 -0.1 0.1
0.0 -0.3 -0.1
-0.1 0.4 0.3
0.1 0.1 0.1
-0.1 0.0 0.0
0.0 -0.2 0.0
0.1 0.0 -0.1

As for the spin multiplicity: 1. The HOMO-LUMO gap is 11.815 eV. For the total energy, the calculation gives -6233.5547 eV. The calculation puts the energy relative to the best compared isomer or geometry (same formula, charge and spin) at 0.753 eV. Its structure (SMILES) is COC=O. Its HOMO energy is -0.3991 Eh.


Entry 2:
Density functional theory data (ωB97M-V/def2-TZVPD) for one molecule with the formula C7H13NO.

Positions of all 22 atoms, in Å:
C -1.852605 0.736858 -0.622332
C -1.401796 -1.572636 0.303816
C 2.781393 -0.665956 -0.762291
C -0.797932 0.349675 1.726693
C 0.572633 0.131609 0.125507
C -1.008796 -0.103660 0.334020
N 0.940228 1.485685 0.000071
C 1.371320 -0.860437 -0.284550
O -1.226988 1.549438 2.023568
H -1.760967 2.005490 1.333349
H 0.753084 2.039836 0.829048
H 1.895672 1.609681 -0.301946
H 0.992144 -1.870044 -0.342558
H -2.444722 -1.654798 0.600831
H -2.889450 0.784336 -0.277589
H -1.828803 0.276717 -1.610272
H -1.465621 1.751273 -0.727093
H -1.274224 -1.985728 -0.693286
H -0.813021 -2.148393 1.011569
H 2.816341 -0.219857 -1.762170
H 3.346019 -0.015326 -0.088292
H 3.296091 -1.623763 -0.816094

Cartesian forces, eV/Å:
0.2 0.0 0.1
0.2 0.2 0.1
0.0 0.1 0.2
-0.7 -0.6 1.0
-0.7 -0.4 -1.7
1.3 0.5 0.3
0.0 0.0 0.3
-0.1 0.1 0.1
-0.1 0.6 -0.1
0.1 -0.2 -0.1
0.1 0.0 -0.1
0.0 0.0 0.1
-0.2 0.1 0.1
-0.1 -0.1 0.0
0.0 -0.1 -0.1
-0.1 0.1 0.0
0.0 0.0 0.0
0.0 -0.1 -0.1
0.1 0.0 0.1
0.0 0.0 0.0
0.1 0.0 0.0
0.1 0.0 0.0

As for the spin multiplicity: 1. The HOMO-LUMO gap is 8.814 eV. For the total energy, the calculation gives -11004.2499 eV. The calculation puts the energy relative to the best compared isomer or geometry (same formula, charge and spin) at 3.503 eV. Its HOMO energy is -0.2954 Eh.


Entry 3:
Density functional theory data (ωB97M-V/def2-TZVPD) for C11H30CrO2P2 as an isolated structure.

Positions of all 46 atoms, in Å:
Cr 0.114557 -0.030957 -1.207162
H -1.896093 -0.415245 -1.186233
H -1.882105 0.400266 -1.161952
P -0.084438 -2.215352 -1.476409
P -0.076136 2.170092 -1.485439
C 1.407924 3.085487 -0.961024
H 1.256665 4.160745 -1.121973
H 1.595985 2.880345 0.100957
H 2.268154 2.730574 -1.541508
C -0.396352 2.777253 -3.165275
H -1.387515 2.439871 -3.489291
H -0.347107 3.871423 -3.191745
H 0.353774 2.339793 -3.831705
C -1.392043 2.908187 -0.462109
H -1.171838 2.733723 0.600216
H -1.432683 3.987303 -0.664882
H -2.354095 2.447220 -0.719035
C -0.215582 -2.796957 -3.195410
H -0.206508 -3.891770 -3.233297
H -1.146501 -2.416869 -3.633029
H 0.624797 -2.381941 -3.760831
C 1.338851 -3.143698 -0.813455
H 1.404414 -2.975666 0.269663
H 1.217392 -4.214606 -1.022263
H 2.259936 -2.767857 -1.276271
C -1.509647 -2.964052 -0.623206
H -2.427520 -2.449440 -0.931844
H -1.570776 -4.025332 -0.897850
H -1.382598 -2.870255 0.463950
C 1.664218 -0.016049 0.084714
O 2.729552 -0.071247 0.560494
H 0.853642 -0.004722 -2.551168
C -1.268357 0.289831 3.202276
C 0.194365 0.097980 2.819212
C 1.035805 1.133146 3.548942
C 0.611101 -1.305251 3.256730
O 0.269451 0.268089 1.438556
H -1.406453 0.227257 4.285121
H -1.891332 -0.484091 2.749263
H -1.636450 1.269110 2.880672
H 0.893985 1.018687 4.635492
H 2.093636 0.985076 3.310070
H 0.751442 2.152051 3.273322
H -0.011531 -2.066754 2.782118
H 1.662410 -1.484368 2.997284
H 0.491588 -1.381046 4.345333

Cartesian forces, eV/Å:
-0.6 0.5 2.9
0.0 1.4 -0.1
0.0 -1.4 -0.2
0.3 -3.4 -0.2
0.2 3.0 0.1
0.1 -0.2 0.0
0.1 -0.3 0.1
-0.1 0.1 -0.2
-0.1 0.2 0.1
-0.1 -0.3 -0.1
0.2 0.1 0.0
0.0 -0.2 0.0
-0.1 0.2 0.0
0.0 0.1 0.0
-0.1 0.0 -0.3
-0.1 -0.3 0.1
0.1 0.3 0.1
-0.1 0.3 0.0
0.0 0.2 0.0
0.2 -0.1 0.0
-0.1 -0.2 0.0
0.1 0.2 0.1
0.0 -0.1 -0.2
0.1 0.3 0.1
-0.2 -0.2 0.1
0.0 -0.1 0.0
0.1 -0.3 0.1
-0.1 0.2 0.1
-0.1 0.0 -0.3
2.3 0.0 2.8
-2.3 0.1 -1.6
0.3 0.0 -0.5
-0.4 0.1 0.2
-0.4 -0.3 0.7
0.3 0.0 0.2
0.4 0.1 0.1
0.3 0.1 -3.6
0.0 0.0 0.0
0.0 0.0 -0.1
0.1 -0.1 0.0
0.2 0.1 -0.3
-0.1 0.1 0.1
0.0 -0.1 0.0
0.0 0.0 0.0
-0.2 0.0 0.1
0.1 -0.2 -0.2

As for the spin multiplicity: 4. The HOMO-LUMO gap (alpha / beta) is 7.228 / 7.145 eV. For the total energy, the calculation gives -62978.8447 eV. The total charge is +1. The expectation value of S² is 3.8143. Its HOMO energy (alpha / beta) is -0.4291 / -0.4283 Eh.


Entry 4:
Density functional theory data (ωB97M-V/def2-TZVPD) for one molecule with the formula C15H24N2.

Positions of all 41 atoms, in Å:
C 2.062716 2.345647 -2.411553
C 1.831630 0.911383 -1.950719
C 1.517614 0.802992 -0.459773
C 0.194887 1.490871 -0.086561
N -0.402442 1.104888 1.174060
C 0.496825 1.040990 2.304877
C -0.310610 1.134784 3.606365
N -1.374300 0.151663 3.673655
C -2.221093 0.265612 2.504131
C -1.457795 0.115964 1.168958
C -1.046599 -1.366780 0.954425
C -0.717087 -1.734256 -0.463888
C -1.599658 -1.458219 -1.502405
C -1.289555 -1.798460 -2.806354
C -0.094183 -2.434101 -3.096357
C 0.780753 -2.740073 -2.069318
C 0.468554 -2.395102 -0.766276
H 1.158999 2.939195 -2.302178
H 2.356563 2.363154 -3.458767
H 2.853650 2.810412 -1.826402
H 2.728172 0.322262 -2.160089
H 1.010699 0.469711 -2.520694
H 1.456494 -0.253464 -0.201468
H 2.336289 1.242566 0.114498
H -0.539851 1.296565 -0.871105
H 0.362674 2.574825 -0.042291
H 1.106079 0.118780 2.319752
H 1.180728 1.890045 2.240284
H -0.779964 2.120721 3.665194
H 0.346926 1.006570 4.468981
H -0.974287 -0.782307 3.714694
H -2.672552 1.261429 2.533655
H -3.017732 -0.478585 2.572532
H -2.146511 0.397563 0.365218
H -1.892427 -1.982654 1.276565
H -0.198119 -1.610775 1.597095
H -2.544294 -0.977435 -1.290869
H -1.985975 -1.569002 -3.600134
H 0.149318 -2.696343 -4.115286
H 1.709663 -3.249074 -2.281938
H 1.155804 -2.651962 0.029488

Cartesian forces, eV/Å:
-0.1 -0.2 0.0
0.1 0.1 0.2
-0.2 0.0 -0.2
0.3 0.1 0.0
0.0 0.0 0.1
-0.3 0.1 0.2
0.4 0.0 -0.1
0.0 -0.3 0.2
-0.1 -0.1 -0.3
-0.3 -0.1 0.3
-0.1 0.3 0.0
0.1 -0.1 0.0
0.0 0.0 0.1
-0.1 0.0 -0.1
0.0 0.0 -0.1
0.1 -0.1 0.0
-0.1 -0.1 0.0
-0.1 0.2 0.0
0.0 0.1 -0.1
0.1 0.1 0.1
0.0 -0.1 -0.1
0.0 -0.1 0.0
0.1 0.1 0.1
0.1 0.0 0.1
0.0 0.1 0.0
0.0 0.0 -0.2
0.0 0.1 0.0
0.1 0.0 0.0
0.1 0.0 0.0
0.0 0.1 0.0
0.0 0.1 0.1
0.0 -0.1 -0.1
0.0 0.0 0.0
0.0 0.0 0.0
0.1 0.0 0.1
0.0 -0.1 0.0
-0.1 0.1 0.0
-0.1 0.0 -0.1
0.0 0.0 -0.1
0.1 0.0 0.0
0.0 0.0 0.1

As for the spin multiplicity: 1. The HOMO-LUMO gap is 8.742 eV. For the total energy, the calculation gives -18924.5627 eV. The calculation puts the energy relative to the best compared isomer or geometry (same formula, charge and spin) at 0.000 eV. Its structure (SMILES) is CCCCN1CCNC[C@@H]1Cc1ccccc1. Its HOMO energy is -0.2872 Eh.


Entry 5:
Density functional theory data (ωB97M-V/def2-TZVPD) for one molecule with the formula C5H7NO.

Positions of all 14 atoms, in Å:
C 0.992128 1.103849 -1.180794
C 0.159043 0.056838 -0.472533
C 0.740983 -0.811999 0.620169
C -0.252976 -1.192272 1.421415
N -1.484585 -0.534816 1.113427
C -1.129149 0.509902 0.189893
O -1.778085 1.501838 -0.000842
H 1.948702 0.674950 -1.496579
H 1.186706 1.969908 -0.543748
H 0.464074 1.450053 -2.073996
H -0.244453 -0.646783 -1.225822
H 1.784138 -1.091273 0.702283
H -0.221297 -1.849097 2.283763
H -2.165229 -1.141099 0.663364

Cartesian forces, eV/Å:
0.1 0.1 0.0
0.0 0.1 0.0
-0.1 -0.1 0.1
0.2 -0.1 -0.1
0.0 0.1 0.0
-0.2 0.2 -0.3
0.2 -0.5 -0.1
-0.1 0.1 0.0
0.0 -0.1 0.0
0.1 0.0 0.2
0.2 0.1 -0.1
-0.2 0.0 0.0
0.0 0.1 -0.2
-0.3 0.1 0.5

As for the spin multiplicity: 1. The HOMO-LUMO gap is 9.782 eV. For the total energy, the calculation gives -8835.3504 eV. The calculation puts the energy relative to the best compared isomer or geometry (same formula, charge and spin) at 0.852 eV. Its structure (SMILES) is C[C@H]1C=CNC1=O. Its HOMO energy is -0.3316 Eh.


Entry 6:
Density functional theory data (ωB97M-V/def2-TZVPD) for C50H50N7Pt as an isolated structure.

Positions of all 108 atoms, in Å:
Pt -0.753941 0.336622 0.101561
N 9.339632 -2.486968 -4.189813
C 8.343454 -2.198506 -3.674779
C 7.137955 -1.855959 -3.065078
C 7.061318 -0.846426 -2.082672
C 5.855761 -0.531586 -1.507683
C 4.669019 -1.169761 -1.894356
C 4.757901 -2.207484 -2.834654
C 5.956487 -2.544315 -3.409076
C 3.378769 -0.818491 -1.242100
C 3.478916 -1.023674 0.176091
C 4.333353 -2.017966 0.744376
C 4.253763 -1.849461 2.105245
C 3.383262 -0.754615 2.299286
N 2.912828 -0.276980 1.150811
C 2.364863 -0.399708 -2.039286
C 2.561360 -0.230532 -3.507122
C 0.778857 0.530434 -4.263339
C 0.110118 0.350159 -2.901491
N 0.935092 -0.322292 -1.857068
H 7.965894 -0.335515 -1.781112
H 5.811545 0.226825 -0.738947
H 3.863151 -2.759668 -3.095002
H 6.010053 -3.353776 -4.123956
H 4.902878 -2.749987 0.201311
H 4.741335 -2.427604 2.870812
H 3.109899 -0.313175 3.240437
H 3.524932 -0.518054 -3.907322
H 0.117959 0.860506 -5.061457
H -1.029811 2.095946 -3.355971
C -3.549042 3.285699 -5.488771
C -3.172407 1.833652 -5.417976
C -2.918877 1.098426 -6.559079
C -2.540438 -0.236457 -6.493348
C -2.410992 -0.848189 -5.250392
C -2.667669 -0.140823 -4.097999
C -3.047874 1.202063 -4.163182
N -3.258149 1.935326 -2.995465
C -2.782084 1.582398 -1.732178
N -3.766005 1.431778 -0.802026
C -3.660785 1.180372 0.558896
C -2.433565 0.859787 1.177925
C -2.442743 0.802186 2.565693
C -3.594981 0.985529 3.318067
C -4.804214 1.190688 2.680210
C -4.856361 1.290850 1.304606
C -6.186124 1.537004 0.637495
N -1.501444 1.482010 -1.421367
C -0.548645 1.631709 -2.480648
C 0.314641 -1.116319 -2.910007
C 1.286533 -0.897108 -4.109213
C 2.080602 1.213615 -3.918670
C 1.858720 2.241416 -2.834540
C 0.713981 2.456543 -2.177512
C 0.565012 3.476481 -1.097604
H -3.393239 3.674074 -6.492970
H -2.943454 3.869482 -4.793352
H -4.599981 3.435448 -5.227736
H -3.013874 1.574710 -7.526023
H -2.342290 -0.789421 -7.399262
H -2.113960 -1.884740 -5.190852
H -2.586533 -0.609027 -3.127580
H -3.996905 2.621678 -3.025815
H -4.706030 1.533410 -1.151592
H -1.533188 0.615642 3.110286
H -3.545329 0.945787 4.396811
H -5.714695 1.293057 3.255283
H -6.976975 1.524185 1.384972
H -6.417980 0.769444 -0.104449
H -6.208912 2.514807 0.150877
H -0.294911 -1.981220 -2.699423
H 1.363336 -1.619996 -4.911730
H 2.676858 1.626656 -4.735239
H 2.718878 2.849271 -2.578985
H 1.518025 3.935426 -0.853334
H 0.156310 2.988764 -0.209885
H -0.134629 4.253715 -1.406975
C 1.781089 3.634696 2.377114
C 1.391573 2.300148 2.948063
C 1.403300 2.082239 4.324193
C 1.014969 0.849734 4.831156
C 1.044621 0.590360 6.312720
C 0.576996 -0.152976 3.982245
C 0.522483 0.031024 2.584002
C 0.985909 1.289857 2.110216
N -0.020964 -0.761736 1.636670
C -0.254887 -2.192037 1.648003
C 0.776608 -2.835289 0.699027
C -0.173295 -2.933290 2.986877
C -1.664471 -2.437733 1.076942
H 2.252736 4.264871 3.129011
H 0.890087 4.148171 2.011189
H 2.465454 3.503686 1.541552
H 1.711687 2.871263 4.996810
H 1.369838 1.473729 6.859209
H 1.727907 -0.228448 6.540552
H 0.056286 0.304976 6.673197
H 0.239487 -1.061512 4.446372
H 1.079651 1.400407 1.031844
H 1.763674 -2.820205 1.151670
H 0.824834 -2.267075 -0.225795
H 0.509182 -3.866664 0.472976
H 0.809130 -2.824765 3.437597
H -0.341481 -3.992689 2.796065
H -0.946869 -2.589181 3.669147
H -1.748520 -1.970800 0.089776
H -2.411281 -1.995764 1.734483
H -1.857482 -3.504978 0.983845

Cartesian forces, eV/Å:
-1.5 0.2 0.1
-0.7 0.2 0.3
2.0 -0.5 -1.0
-2.1 0.4 1.0
0.4 -0.5 -0.6
-0.6 0.1 0.0
0.5 -0.2 -0.5
-0.3 0.3 0.5
1.0 0.1 -0.1
-0.9 0.2 0.1
0.7 -0.7 0.6
-0.3 0.4 -0.9
-0.3 0.3 0.7
0.3 -0.5 0.2
0.1 0.3 -0.7
1.4 -0.4 -0.5
0.2 0.1 0.3
0.2 0.2 0.0
-0.3 0.6 -0.4
-0.2 0.1 0.8
0.0 0.0 0.0
-0.1 0.0 0.1
0.0 0.0 0.0
0.0 0.0 -0.1
0.2 -0.2 -0.1
0.1 -0.1 0.1
-0.1 0.2 0.2
-0.1 0.0 0.0
-0.2 0.0 0.0
0.2 -0.2 0.2
0.0 -0.1 0.0
0.0 0.1 0.7
0.0 -0.4 -0.2
0.0 0.0 0.3
0.0 -0.1 -0.5
-0.3 0.5 0.3
0.3 -0.5 -0.8
-0.2 0.5 0.2
1.0 0.0 1.2
0.1 0.0 -1.4
0.4 0.0 1.5
0.6 -0.3 -0.9
-0.2 0.1 0.5
0.1 0.0 -0.2
0.0 0.0 0.1
0.1 0.1 -0.3
0.2 0.1 0.0
-1.6 -0.4 -0.5
0.2 0.0 -0.9
-0.4 -0.5 -0.2
0.0 -0.3 -0.3
-0.1 0.2 -0.2
0.2 0.1 -0.2
-0.1 0.3 0.2
0.0 -0.1 0.0
0.0 0.0 0.0
0.0 0.1 0.0
0.0 0.1 0.0
0.0 0.1 0.0
0.0 0.0 -0.1
0.0 -0.1 0.0
0.1 -0.1 0.1
0.1 -0.1 0.1
0.2 -0.1 -0.1
0.1 0.0 0.0
0.0 0.0 0.1
-0.1 0.0 0.0
0.0 0.0 0.0
-0.1 0.0 -0.1
-0.1 0.1 -0.1
-0.1 -0.1 0.2
0.0 -0.1 -0.1
-0.1 0.0 -0.1
0.0 0.1 0.2
0.1 0.1 0.0
0.0 0.2 0.1
-0.1 0.1 0.0
-0.1 -0.1 0.0
-0.2 0.0 -0.1
0.0 -0.2 0.3
0.1 0.4 0.0
0.0 0.0 -0.1
-0.2 -0.1 -0.2
0.2 0.6 0.4
0.0 0.1 0.4
-0.4 0.1 -0.2
-0.1 -0.6 -0.6
-0.2 0.0 0.2
0.0 0.3 -0.2
0.2 -0.1 0.0
0.1 0.1 0.0
0.0 0.1 -0.1
0.1 0.0 -0.1
0.1 0.1 0.1
0.0 0.0 0.1
0.0 0.0 0.1
-0.1 0.0 0.1
0.0 -0.2 0.0
0.2 0.2 0.3
0.2 0.1 0.0
0.0 0.0 -0.1
-0.1 -0.2 0.0
0.1 0.0 0.1
0.0 -0.1 0.0
0.0 0.0 0.2
-0.1 -0.1 0.1
-0.1 0.1 0.0
0.0 -0.2 0.0

As for the spin multiplicity: 1. The HOMO-LUMO gap is 4.856 eV. For the total energy, the calculation gives -66336.1280 eV. The calculation puts the energy relative to the best compared isomer or geometry (same formula, charge and spin) at 6.008 eV. The total charge is -1. Its HOMO energy is -0.1177 Eh.